Entry 1:
The following is a quantum chemistry calculation of a structure of composition C30H22CoN7O3PS2, from the Open Molecules 2025 dataset.

For the LUMO energy (alpha / beta), the calculation gives -3.76 / -5.61 eV. The HOMO energy (alpha / beta) comes out at -0.439 / -0.442 Eh. The spin multiplicity is 5. As for the charge: +1. The HOMO-LUMO gap (alpha / beta) comes out at 8.189 / 6.421 eV.

Last column: natural (NBO) charge in e.
Positions of all 66 atoms, in Å:
Co (-0.145, -0.406, 0.680)  1.4496
C (4.119, -0.642, -0.384)  0.0172
C (2.785, -0.996, -0.242)  0.0392
N (1.848, -0.066, -0.120)  -0.4672
C (2.225, 1.215, -0.135)  0.1003
C (3.562, 1.550, -0.262)  0.0364
N (4.512, 0.627, -0.389)  -0.3308
C (1.108, 2.197, -0.005)  0.2788
C (1.243, 3.568, -0.099)  -0.2484
C (0.114, 4.378, 0.012)  0.1447
C (-1.116, 3.748, 0.193)  -0.2258
C (-1.174, 2.369, 0.272)  0.2031
N (-0.076, 1.628, 0.187)  -0.5382
C (-2.430, 1.574, 0.425)  0.1357
C (-3.684, 2.145, 0.557)  0.0377
N (-4.791, 1.417, 0.669)  -0.3292
C (-4.639, 0.100, 0.647)  0.0168
C (-3.390, -0.492, 0.518)  0.0313
N (-2.291, 0.242, 0.407)  -0.4742
C (0.218, 5.868, -0.075)  -0.0813
C (-0.911, 6.676, -0.125)  -0.2247
C (-0.761, 8.051, -0.203)  0.0491
N (0.417, 8.672, -0.233)  -0.3760
C (1.496, 7.892, -0.184)  0.0491
C (1.450, 6.510, -0.106)  -0.2246
H (4.883, -1.402, -0.487)  0.2207
H (2.463, -2.030, -0.216)  0.2286
H (3.886, 2.582, -0.256)  0.2082
H (2.217, 3.997, -0.273)  0.2284
H (-2.023, 4.325, 0.275)  0.2282
H (-3.811, 3.220, 0.577)  0.2077
H (-5.529, -0.509, 0.736)  0.2199
H (-3.271, -1.568, 0.500)  0.2260
H (-1.913, 6.271, -0.117)  0.2119
H (-1.638, 8.686, -0.245)  0.2062
H (2.455, 8.397, -0.206)  0.2062
H (2.385, 5.970, -0.061)  0.2122
S (1.274, -4.340, -1.509)  -0.1363
P (-0.168, -4.426, -0.089)  1.2068
S (-0.774, -2.527, -0.192)  -0.5752
C (0.483, -4.986, 1.464)  -0.3805
C (0.862, -6.330, 1.562)  -0.2047
C (1.376, -6.804, 2.754)  -0.1911
C (1.502, -5.948, 3.845)  -0.1684
C (1.120, -4.620, 3.747)  -0.2028
C (0.607, -4.132, 2.552)  -0.1901
C (-1.506, -5.518, -0.539)  -0.4674
C (-1.553, -6.140, -1.781)  -0.1610
C (-2.624, -6.970, -2.091)  -0.2033
C (-3.637, -7.166, -1.166)  -0.1657
C (-3.588, -6.543, 0.078)  -0.2193
C (-2.523, -5.720, 0.397)  -0.1240
H (0.750, -7.002, 0.718)  0.2267
H (1.674, -7.841, 2.839)  0.2294
H (1.901, -6.325, 4.778)  0.2291
H (1.223, -3.955, 4.595)  0.2355
H (0.332, -3.092, 2.464)  0.2405
H (-0.765, -5.976, -2.504)  0.2355
H (-2.664, -7.459, -3.055)  0.2311
H (-4.470, -7.812, -1.411)  0.2296
H (-4.377, -6.709, 0.799)  0.2293
H (-2.475, -5.249, 1.373)  0.2186
O (1.051, -1.082, 2.319)  -0.5913
N (0.376, -0.401, 3.167)  0.7160
O (0.583, -0.434, 4.342)  -0.3410
O (-0.554, 0.295, 2.637)  -0.5793

---

Entry 2:
The following is a quantum chemistry calculation of a structure of composition C36H48BClFeN7S3 at a distorted geometry, from the Open Molecules 2025 dataset.

For the LUMO energy (alpha / beta), the calculation gives -6.99 / -7.00 eV. The HOMO energy (alpha / beta) comes out at -0.494 / -0.493 Eh. The spin multiplicity is 2. As for the charge: +2. The HOMO-LUMO gap (alpha / beta) comes out at 6.456 / 6.408 eV.

Last column: Löwdin spin population.
Positions of all 97 atoms, in Å:
Fe (-0.242, -0.640, 0.492)  1.1839
C (4.624, -1.752, -0.722)  -0.0019
C (4.137, -0.447, -0.187)  -0.0002
C (4.935, 0.646, -0.061)  0.0003
C (4.427, 1.838, 0.508)  0.0017
N (3.151, 1.962, 0.792)  -0.0001
N (2.340, 0.901, 0.635)  -0.0010
B (0.837, 1.055, 1.073)  -0.0724
N (0.743, 1.398, 2.605)  -0.0061
N (1.312, 2.522, 3.098)  -0.0014
C (1.333, 2.684, 4.396)  0.0003
C (0.819, 1.700, 5.281)  -0.0001
C (0.225, 0.582, 4.802)  -0.0001
C (-0.358, -0.481, 5.672)  -0.0004
C (0.185, 0.460, 3.383)  -0.0007
S (-0.593, -0.882, 2.676)  -0.0141
C (1.902, 3.955, 4.996)  0.0000
C (2.293, 4.948, 3.918)  0.0000
C (3.127, 3.593, 5.851)  0.0000
C (0.819, 4.598, 5.877)  0.0000
N (0.054, 2.296, 0.152)  -0.0107
N (0.386, 3.673, 0.490)  -0.0051
C (0.388, 4.541, -0.460)  -0.0010
C (0.285, 4.175, -1.861)  -0.0050
C (0.251, 2.889, -2.256)  -0.0003
C (0.241, 2.460, -3.686)  0.0004
C (0.184, 1.888, -1.227)  -0.0084
S (0.173, 0.295, -1.574)  -0.0004
C (0.398, 6.030, -0.075)  -0.0002
C (-0.515, 6.218, 1.147)  0.0000
C (1.820, 6.478, 0.243)  0.0000
C (-0.134, 6.905, -1.215)  -0.0001
C (2.791, -0.307, 0.247)  -0.0063
S (1.762, -1.666, 0.298)  -0.0557
C (5.344, 2.990, 0.892)  0.0001
C (6.715, 2.891, 0.222)  -0.0001
C (4.687, 4.310, 0.512)  0.0001
C (5.527, 2.898, 2.417)  0.0002
H (5.616, -1.641, -1.154)  -0.0001
H (3.943, -2.141, -1.479)  -0.0004
H (4.676, -2.495, 0.077)  -0.0006
H (5.964, 0.600, -0.385)  -0.0002
H (0.882, 1.861, 6.349)  -0.0001
H (-0.293, -0.195, 6.719)  0.0000
H (0.172, -1.424, 5.531)  0.0003
H (-1.404, -0.659, 5.417)  -0.0006
H (3.117, 4.584, 3.308)  0.0000
H (2.599, 5.884, 4.385)  0.0000
H (1.445, 5.146, 3.263)  0.0000
H (3.859, 3.025, 5.274)  0.0000
H (2.859, 3.013, 6.734)  0.0000
H (3.610, 4.507, 6.197)  0.0000
H (-0.074, 4.833, 5.295)  0.0000
H (1.201, 5.528, 6.298)  0.0000
H (0.527, 3.959, 6.711)  0.0000
H (0.269, 4.960, -2.601)  -0.0003
H (0.196, 3.327, -4.340)  0.0000
H (-0.614, 1.814, -3.892)  0.0001
H (1.141, 1.892, -3.925)  0.0002
H (-0.251, 5.536, 1.959)  0.0000
H (-1.561, 6.052, 0.880)  0.0000
H (-0.427, 7.241, 1.510)  0.0000
H (2.241, 5.887, 1.041)  0.0000
H (1.810, 7.524, 0.554)  0.0000
H (2.466, 6.394, -0.632)  0.0000
H (-1.117, 6.582, -1.562)  0.0000
H (0.549, 6.950, -2.065)  0.0000
H (-0.244, 7.923, -0.842)  0.0000
H (6.642, 2.928, -0.867)  0.0000
H (7.255, 1.989, 0.511)  0.0000
H (7.322, 3.739, 0.537)  0.0000
H (4.652, 4.429, -0.573)  0.0000
H (5.254, 5.145, 0.927)  0.0000
H (3.677, 4.345, 0.901)  0.0000
H (6.090, 2.003, 2.688)  0.0000
H (4.562, 2.859, 2.924)  0.0000
H (6.081, 3.766, 2.778)  0.0000
C (-1.722, -4.999, -0.371)  0.0012
C (-1.354, -3.621, -0.116)  0.0073
N (-1.059, -2.533, 0.089)  0.0057
H (-0.938, -5.654, 0.005)  0.0001
H (-1.842, -5.151, -1.442)  0.0004
H (-2.659, -5.224, 0.138)  0.0002
Cl (-5.170, -0.527, -3.182)  -0.0003
C (-4.114, 0.266, -2.081)  -0.0006
C (-3.969, 1.647, -2.133)  0.0005
C (-3.110, 2.275, -1.246)  -0.0003
C (-2.401, 1.545, -0.296)  -0.0004
C (-1.467, 2.242, 0.631)  -0.0051
C (-2.571, 0.167, -0.261)  -0.0012
C (-3.413, -0.484, -1.145)  0.0005
H (-4.534, 2.219, -2.856)  0.0000
H (-3.004, 3.353, -1.284)  0.0000
H (-1.434, 1.777, 1.613)  -0.0011
H (-1.736, 3.287, 0.739)  -0.0003
H (-2.123, -0.461, 0.519)  -0.0004
H (-3.536, -1.556, -1.110)  0.0000

---

Entry 3:
The following is a quantum chemistry calculation of a cluster of 3 separate species, C37H59BN3O11 in total at a distorted geometry, from the Open Molecules 2025 dataset.

For the LUMO energy, the calculation gives -2.71 eV. The HOMO energy comes out at -0.371 Eh. As for the charge: +1. The HOMO-LUMO gap comes out at 7.398 eV.

Last column: Mulliken charge in e.
Positions of all 111 atoms, in Å:
C (-5.603, -3.364, -4.013)  -0.9084
C (-4.206, -4.263, -3.834)  -0.3744
C (-2.969, -3.201, -3.996)  -0.0636
O (-1.719, -3.587, -3.324)  -0.3661
C (-0.914, -2.334, -3.252)  -1.8381
C (-1.181, -1.435, -1.916)  -0.4058
C (-0.023, -0.239, -1.764)  1.0954
C (0.792, -0.279, -0.332)  -0.6016
C (1.256, 1.186, 0.246)  -0.1730
C (2.029, 1.178, 1.729)  -0.5537
C (2.123, -0.357, 2.327)  -0.1394
C (1.596, -1.707, 1.601)  -0.3348
N (0.916, -1.627, 0.288)  0.1820
N (0.727, 0.016, -3.026)  0.9594
C (1.522, 1.342, -3.060)  0.7484
C (1.630, 1.987, -4.572)  -0.9312
C (0.773, 3.365, -4.796)  0.0856
C (0.777, 3.634, -6.447)  -1.2159
C (-0.810, 3.281, -4.371)  -0.1600
C (-0.957, 4.230, -3.002)  -0.6247
C (-1.920, 3.570, -1.852)  -0.0812
C (-2.364, 4.459, -0.704)  0.3105
C (-3.971, 4.526, -0.323)  -0.9538
C (-1.348, 5.356, 0.221)  -0.9641
C (1.422, -1.124, -3.736)  -0.8488
C (3.050, -1.105, -3.773)  -0.7785
C (3.942, -1.092, -2.465)  -0.9530
O (3.500, -1.746, -1.246)  0.4837
C (4.590, -1.510, -0.257)  -0.1143
O (4.749, -0.380, 0.449)  -0.4725
C (0.701, -2.602, -3.602)  1.2215
B (0.552, -3.330, -5.115)  1.0174
O (0.950, -4.726, -5.408)  -0.6308
O (-0.096, -2.632, -6.282)  -0.6190
C (1.412, -3.718, -2.660)  0.3192
C (2.923, -4.382, -2.948)  -0.2038
C (3.551, -5.523, -1.924)  -0.5845
C (2.564, -5.928, -0.666)  -0.2089
N (1.191, -5.411, -0.388)  -0.4894
C (0.672, -4.382, -1.332)  -0.1991
H (-6.557, -4.054, -3.999)  0.3374
H (-5.511, -2.758, -5.032)  0.2363
H (-5.642, -2.553, -3.141)  0.2496
H (-4.148, -5.013, -4.735)  0.2736
H (-4.187, -4.813, -2.793)  0.2859
H (-3.366, -2.153, -3.588)  0.0770
H (-2.752, -3.045, -5.141)  0.1906
H (-1.297, -1.677, -4.173)  0.4627
H (-2.240, -0.914, -2.121)  0.3101
H (-1.357, -2.037, -0.925)  0.2211
H (-0.701, 0.745, -1.639)  -0.3877
H (1.083, 2.227, -0.298)  0.1974
H (2.406, 2.142, 2.277)  0.3408
H (2.630, -0.474, 3.392)  0.1154
H (1.747, -2.773, 2.105)  0.3219
H (-0.076, 0.287, -3.685)  0.4874
H (0.823, 2.098, -2.453)  -0.8254
H (2.522, 1.300, -2.464)  0.2942
H (2.774, 2.275, -4.755)  0.3575
H (1.353, 1.230, -5.423)  0.1302
H (1.371, 4.241, -4.267)  0.3414
H (0.059, 4.531, -6.680)  0.3945
H (1.874, 3.767, -6.831)  0.3107
H (0.358, 2.620, -6.908)  0.2876
H (-1.472, 3.659, -5.259)  0.4965
H (-1.115, 2.186, -4.029)  -0.1236
H (0.114, 4.374, -2.494)  0.2165
H (-1.328, 5.294, -3.355)  0.3568
H (-2.276, 2.431, -1.847)  0.0052
H (-4.101, 4.695, 0.837)  0.3387
H (-4.418, 3.467, -0.613)  0.2914
H (-4.432, 5.395, -0.959)  0.2499
H (-0.705, 4.682, 0.964)  0.1976
H (-1.941, 6.108, 0.934)  0.3483
H (-0.606, 6.044, -0.399)  0.2525
H (1.206, -0.884, -4.902)  0.3356
H (3.372, -2.028, -4.462)  0.3692
H (3.378, -0.171, -4.446)  0.3059
H (4.993, -1.596, -2.738)  0.3800
H (4.250, 0.023, -2.163)  0.4089
H (5.391, -2.372, -0.144)  0.3375
H (1.602, -4.766, -6.173)  0.2896
H (0.059, -3.182, -7.128)  0.2962
H (3.573, -4.089, -3.871)  0.2513
H (4.616, -5.962, -2.127)  0.3074
H (3.013, -6.726, 0.100)  0.3076
H (-0.431, -3.992, -1.088)  0.1466
C (4.189, 0.464, 6.102)  -0.6140
O (3.169, 1.231, 6.737)  -0.2959
C (2.611, 0.631, 7.819)  0.7574
O (2.909, -0.466, 8.263)  -0.5396
O (1.665, 1.464, 8.321)  -0.3036
C (0.989, 0.959, 9.471)  -0.5820
H (4.564, 1.039, 5.251)  0.2326
H (5.022, 0.285, 6.790)  0.3129
H (3.785, -0.481, 5.727)  0.2455
H (1.694, 0.800, 10.294)  0.3084
H (0.456, 0.034, 9.231)  0.2700
H (0.255, 1.706, 9.787)  0.1984
C (-4.023, -0.090, 8.685)  -0.5830
O (-4.658, 0.985, 9.373)  -0.3063
C (-3.913, 1.530, 10.367)  0.7893
O (-2.790, 1.180, 10.696)  -0.5365
O (-4.632, 2.532, 10.932)  -0.3112
C (-3.967, 3.202, 12.001)  -0.6035
H (-4.708, -0.450, 7.913)  0.2195
H (-3.105, 0.253, 8.197)  0.2597
H (-3.813, -0.917, 9.371)  0.2850
H (-3.047, 3.677, 11.646)  0.2840
H (-3.755, 2.507, 12.820)  0.2832
H (-4.634, 3.983, 12.378)  0.2231

---

Number 3 is which compound?
C37H59BN3O11

---

The highest charge belongs to which entry?
C36H48BClFeN7S3